#A
Computed, not measured: a cluster of 10 separate species, C69H151N7O13 in total, with the ωB97M-V functional and the def2-TZVPD basis.

Element x y z (Å)
1 C 4.12326 -2.67664 -2.73814
2 C 5.50287 -2.06286 -2.60932
3 C 6.21677 -2.55319 -1.32887
4 C 6.28607 -2.37426 -3.90297
5 C 5.83550 -1.46646 -5.06562
6 C 6.04078 -0.07979 -4.70129
7 C 5.18987 0.41818 -3.52727
8 C 5.75352 1.84785 -3.03498
9 C 3.76536 0.68400 -4.08419
10 N 5.41447 -0.56553 -2.41263
11 O 4.48744 -0.31250 -1.39407
12 H 4.04614 -3.76291 -2.50393
13 H 3.46194 -2.17603 -2.00622
14 H 3.67764 -2.56387 -3.75575
15 H 5.53906 -2.33059 -0.52451
16 H 6.45771 -3.68163 -1.38559
17 H 7.12666 -1.95933 -1.24894
18 H 7.39558 -2.22848 -3.76176
19 H 6.08631 -3.42039 -4.05035
20 H 6.41139 -1.72788 -6.01091
21 H 4.75653 -1.63150 -5.31964
22 H 5.85494 0.47954 -5.57700
23 H 7.09811 0.11535 -4.43953
24 H 6.86897 1.81030 -2.96962
25 H 5.28563 2.16730 -2.04832
26 H 5.48517 2.59844 -3.71122
27 H 3.03836 0.97974 -3.28814
28 H 3.20809 -0.07355 -4.72120
29 H 3.88948 1.59593 -4.65470
30 H 4.91151 0.26056 -0.71373
31 C -6.63972 0.82482 3.47189
32 C -6.36126 0.18836 4.88185
33 C -6.64337 1.25344 5.86200
34 C -7.27423 -1.05277 5.04884
35 C -6.85700 -2.24205 4.15393
36 C -5.46470 -2.63990 4.48211
37 C -4.42411 -1.48555 4.30461
38 C -3.06842 -1.81753 5.04703
39 C -4.14808 -1.19971 2.78647
40 N -5.01935 -0.32484 5.08259
41 O -4.06318 0.66516 5.12429
42 H -6.81519 0.01498 2.79097
43 H -7.64554 1.30434 3.67176
44 H -5.79176 1.49316 3.17231
45 H -7.69450 1.55751 5.69452
46 H -6.61283 0.81654 6.84237
47 H -6.01614 2.08799 5.81235
48 H -7.26390 -1.34747 6.11701
49 H -8.31312 -0.66226 4.84296
50 H -7.49534 -3.13512 4.33744
51 H -6.99563 -1.99422 3.15095
52 H -5.10007 -3.53663 3.88002
53 H -5.42591 -2.86704 5.51580
54 H -2.28453 -1.17587 4.60855
55 H -2.79459 -2.87766 4.94613
56 H -3.16223 -1.63753 6.10840
57 H -3.41141 -1.95314 2.39975
58 H -3.53513 -0.29037 2.64946
59 H -5.10447 -0.97362 2.19220
60 H -4.00164 1.00929 4.19100
61 C -7.86967 -0.24182 -0.94064
62 C -8.14753 0.76535 -2.16495
63 C -9.61591 0.52217 -2.58878
64 C -7.90663 2.18157 -1.52642
65 C -6.40407 2.41459 -1.17227
66 C -5.55299 2.15075 -2.47507
67 C -5.80364 0.77694 -3.15271
68 C -5.21540 0.89380 -4.57143
69 C -4.98066 -0.35911 -2.41201
70 N -7.24531 0.58916 -3.28007
71 O -7.45235 -0.71763 -3.84030
72 H -7.91339 -1.25386 -1.33553
73 H -6.87746 -0.05624 -0.51816
74 H -8.65786 -0.05385 -0.21521
75 H -9.86065 -0.52876 -2.81883
76 H -10.24597 0.88728 -1.74442
77 H -9.93122 1.05552 -3.48386
78 H -8.26903 2.94674 -2.28062
79 H -8.52378 2.39209 -0.60553
80 H -6.27043 3.43651 -0.79393
81 H -6.01712 1.89930 -0.23209
82 H -4.47054 2.24677 -2.39047
83 H -5.86665 2.89283 -3.11041
84 H -5.05777 -0.10256 -5.07665
85 H -4.33093 1.48130 -4.58522
86 H -5.85634 1.53006 -5.19043
87 H -4.02268 -0.32211 -2.85145
88 H -5.32026 -1.35901 -2.71442
89 H -4.93818 -0.23017 -1.31342
90 H -7.63179 -0.47104 -4.75396
91 C 2.12716 -6.37391 -1.01787
92 C 2.04512 -5.83926 0.43197
93 C 3.07337 -6.50976 1.33512
94 C 2.32166 -4.34263 0.44720
95 C 1.19512 -3.42212 -0.09874
96 C -0.01537 -3.76765 0.68820
97 C -0.44409 -5.18961 0.68192
98 C -1.54337 -5.41109 1.71009
99 C -1.12652 -5.49191 -0.70296
100 N 0.68944 -6.02684 1.05350
101 O 0.35477 -7.41606 0.86555
102 H 3.18747 -6.48445 -1.33088
103 H 1.73541 -7.35463 -1.17801
104 H 1.62412 -5.67429 -1.64259
105 H 3.02801 -7.57712 1.34363
106 H 4.06093 -6.19261 1.02592
107 H 2.96433 -6.20420 2.37476
108 H 2.39776 -4.13201 1.53939
109 H 3.25837 -4.12501 -0.09326
110 H 1.43997 -2.38439 0.00616
111 H 1.07350 -3.63161 -1.17617
112 H -0.87753 -3.25990 0.27978
113 H 0.17446 -3.35548 1.73507
114 H -1.95001 -6.49160 1.63325
115 H -2.38876 -4.78771 1.50256
116 H -1.01286 -5.24363 2.71751
117 H -0.61930 -5.08708 -1.52000
118 H -2.17680 -5.13809 -0.66843
119 H -1.16496 -6.61496 -0.88422
120 H 0.51746 -7.91662 1.67345
121 C 4.86888 -2.38366 2.97475
122 C 3.90676 -1.19455 3.17360
123 C 4.00339 -0.31684 1.90702
124 C 2.45969 -1.64000 3.27097
125 C 2.18370 -2.39392 4.53987
126 C 2.58913 -1.44276 5.76238
127 C 4.02976 -0.95690 5.74956
128 C 4.24301 0.09878 6.78794
129 C 5.01226 -2.09449 6.14932
130 N 4.14130 -0.34436 4.39780
131 O 5.43423 0.21361 4.26930
132 H 4.70580 -3.29654 3.59331
133 H 4.84566 -2.65615 1.93520
134 H 5.83885 -2.08118 3.23141
135 H 3.33657 0.53499 2.02347
136 H 5.01744 0.04944 1.66122
137 H 3.61247 -0.90200 1.01174
138 H 1.90721 -0.68897 3.26547
139 H 2.16376 -2.12892 2.34491
140 H 1.13506 -2.67317 4.62494
141 H 2.65540 -3.36245 4.67236
142 H 2.40716 -1.90769 6.72577
143 H 1.95187 -0.55809 5.67427
144 H 5.25499 0.45007 6.72513
145 H 4.05319 -0.33834 7.73946
146 H 3.56093 0.93386 6.63008
147 H 6.09645 -1.88568 5.89133
148 H 4.78304 -3.06516 5.72692
149 H 4.97412 -2.19536 7.23804
150 H 5.91391 -0.48143 4.73909
151 C -0.90476 -0.97269 -2.27412
152 C -0.37699 0.43780 -2.66268
153 C 0.30209 0.50897 -4.01083
154 C -1.49408 1.40639 -2.72505
155 C -1.81745 1.85039 -1.30506
156 C -0.62863 2.49030 -0.71528
157 C 0.46580 1.45242 -0.44300
158 C 1.75621 2.06783 0.06372
159 C 0.13108 0.46312 0.66291
160 N 0.75438 0.88706 -1.82430
161 O 1.57652 -0.30223 -1.73600
162 H -1.46508 -1.22529 -3.13959
163 H -0.04171 -1.59905 -2.24995
164 H -1.56210 -1.12406 -1.40064
165 H 1.01999 -0.27004 -4.24141
166 H -0.45917 0.51308 -4.82015
167 H 0.68258 1.50197 -4.26993
168 H -1.28662 2.38584 -3.16700
169 H -2.32754 1.02447 -3.25665
170 H -2.56063 2.65656 -1.31171
171 H -2.18712 1.04629 -0.67966
172 H -0.92119 3.02620 0.19450
173 H -0.22182 3.28439 -1.30411
174 H 1.49616 2.41817 1.05258
175 H 2.10624 2.87473 -0.59549
176 H 2.50308 1.26854 0.18286
177 H 0.10049 1.02353 1.56980
178 H 0.94192 -0.28688 0.70484
179 H -0.75372 -0.13931 0.33500
180 H 2.54893 -0.09873 -1.81339
181 C 4.23376 5.03155 -0.84499
182 C 3.38805 5.39086 -2.06491
183 C 4.09371 6.58848 -2.79069
184 C 3.36840 4.21817 -3.03953
185 C 2.31199 4.41958 -4.08573
186 C 0.97281 4.67357 -3.52959
187 C 0.93746 5.91729 -2.64283
188 C 1.02989 7.25218 -3.41042
189 C -0.38379 5.87438 -1.82255
190 N 2.00685 5.68450 -1.68034
191 O 1.93307 6.69205 -0.70287
192 H 4.61772 5.89142 -0.35158
193 H 3.65265 4.37337 -0.22000
194 H 5.09335 4.50156 -1.33900
195 H 4.21184 6.45684 -3.88914
196 H 3.67862 7.60288 -2.58512
197 H 5.15241 6.59064 -2.47918
198 H 4.38730 4.08611 -3.51722
199 H 3.15415 3.28447 -2.46620
200 H 2.65539 5.26880 -4.68830
201 H 2.37717 3.63271 -4.76590
202 H 0.68927 3.80452 -2.97663
203 H 0.33673 4.87711 -4.36321
204 H 2.06284 7.48158 -3.75911
205 H 0.74686 8.05482 -2.75326
206 H 0.30197 7.26859 -4.25009
207 H -0.51279 6.59825 -1.03797
208 H -0.55571 4.83500 -1.47680
209 H -1.14512 6.04147 -2.57875
210 H 2.10555 6.24438 0.14794
211 O -2.64480 2.70648 3.97240
212 C -1.20755 2.83128 3.83045
213 C -0.49669 1.78399 4.63523
214 O 0.86991 1.68771 4.08947
215 H -2.83824 2.22751 4.79646
216 H -0.89388 2.69343 2.79234
217 H -0.90358 3.85999 4.11393
218 H -0.97772 0.77367 4.47237
219 H -0.47118 2.03266 5.68891
220 H 1.61128 2.02154 4.66847
221 O -3.97691 -2.88449 -7.73896
222 C -2.73237 -2.54379 -7.08115
223 C -2.54139 -3.46546 -5.85357
224 O -2.79323 -4.83335 -6.15701
225 H -4.25439 -3.74971 -7.29048
226 H -1.95295 -2.70018 -7.85935
227 H -2.80878 -1.47514 -6.94846
228 H -3.23308 -3.23995 -5.03800
229 H -1.51796 -3.30156 -5.47242
230 H -2.25933 -5.33239 -6.78735
231 O 5.45664 4.45348 2.54848
232 C 4.19557 3.93936 3.00017
233 C 4.26239 3.44084 4.44290
234 O 3.46605 2.29561 4.66929
235 H 5.45451 4.46397 1.60297
236 H 3.34393 4.68499 2.95024
237 H 3.83328 3.15652 2.28633
238 H 4.01762 4.14702 5.24786
239 H 5.31378 3.12251 4.59546
240 H 3.83332 1.47191 4.25842

For the HOMO energy, the calculation gives -8.2 eV. As for the total charge: 0. The value obtained for the lowest unoccupied orbital energy is 0.45 eV.

Results of the Mulliken charge analysis, in e, for atoms 1 through 2:
1. C -0.90
2. C 1.65


#B
Computed, not measured: a cluster of 10 separate species, C69H151N7O13 in total, with the ωB97M-V functional and the def2-TZVPD basis.

Element x y z (Å)
1 C 5.48801 2.43686 -0.94865
2 C 5.54631 0.98851 -0.32532
3 C 4.14394 0.41612 -0.41862
4 C 6.39105 0.15650 -1.32160
5 C 7.94866 0.46596 -1.13065
6 C 8.39321 0.20708 0.29083
7 C 7.56739 1.05282 1.28763
8 C 7.78881 0.49368 2.73846
9 C 7.85826 2.51767 1.37027
10 N 6.08638 0.71910 0.97747
11 O 5.27314 1.46378 1.96428
12 H 6.46811 2.77283 -1.19581
13 H 4.91737 2.39193 -1.85211
14 H 4.99236 3.08483 -0.17815
15 H 3.37884 1.08085 -0.02392
16 H 3.83670 0.18275 -1.45859
17 H 4.09097 -0.53709 0.16683
18 H 6.19066 -0.87504 -1.20542
19 H 6.02837 0.40437 -2.32715
20 H 8.50898 -0.17166 -1.82771
21 H 8.18687 1.48102 -1.34142
22 H 9.42441 0.33140 0.39278
23 H 8.24914 -0.81854 0.59422
24 H 8.81489 0.76681 3.06418
25 H 7.64987 -0.58386 2.86839
26 H 7.08227 1.09425 3.31488
27 H 8.83808 2.72814 1.81128
28 H 7.09840 3.09150 1.93326
29 H 8.03718 3.08594 0.42536
30 H 4.88490 0.81075 2.52609
31 C 0.20714 4.80817 -0.25286
32 C 1.63022 4.22499 -0.17992
33 C 1.87510 3.13538 -1.21461
34 C 2.63923 5.36594 -0.39925
35 C 2.69469 6.29894 0.78992
36 C 3.22414 5.51915 2.00065
37 C 2.22069 4.44024 2.35534
38 C 2.78905 3.54277 3.41900
39 C 0.94892 5.12431 3.01545
40 N 1.94866 3.63306 1.17227
41 O 0.97340 2.60935 1.50543
42 H -0.13988 4.69452 -1.26413
43 H -0.47237 4.39968 0.53977
44 H 0.25309 5.88018 -0.10448
45 H 1.86903 3.51904 -2.19229
46 H 2.85951 2.68317 -1.03545
47 H 1.06667 2.38718 -1.18099
48 H 3.63604 4.93977 -0.58878
49 H 2.28583 5.93217 -1.28412
50 H 3.35314 7.12692 0.57959
51 H 1.73564 6.77430 1.03370
52 H 3.55311 6.10869 2.91287
53 H 4.15727 4.98187 1.75145
54 H 2.18183 2.69619 3.73372
55 H 3.16493 4.14310 4.26048
56 H 3.74301 3.08485 3.03946
57 H 0.46504 5.93731 2.39088
58 H 1.08594 5.69098 3.92529
59 H 0.21855 4.31635 3.27386
60 H 0.19846 3.11883 1.84283
61 C -3.92643 -2.01261 -3.04414
62 C -5.23050 -1.42157 -2.60585
63 C -5.47471 -0.18942 -3.52479
64 C -6.35692 -2.51283 -2.89276
65 C -7.61734 -2.32351 -2.03189
66 C -7.34607 -2.08651 -0.52708
67 C -6.36498 -0.86751 -0.33352
68 C -7.13140 0.38079 -0.69105
69 C -5.97496 -0.84719 1.16876
70 N -5.16893 -1.18918 -1.11192
71 O -4.22611 -0.09455 -0.81080
72 H -3.71891 -2.69027 -2.23018
73 H -3.88989 -2.54804 -3.95642
74 H -3.04206 -1.33794 -2.95609
75 H -5.11565 -0.35011 -4.53647
76 H -6.55102 -0.03450 -3.43306
77 H -4.99836 0.71298 -3.13954
78 H -6.58021 -2.47304 -3.93294
79 H -5.99680 -3.50990 -2.69671
80 H -8.27242 -1.54158 -2.47182
81 H -8.23260 -3.18187 -2.19753
82 H -6.92571 -3.02010 -0.10258
83 H -8.22087 -1.92552 0.01900
84 H -7.54411 0.21843 -1.73437
85 H -6.51408 1.31791 -0.77380
86 H -7.96926 0.52849 -0.02616
87 H -5.34756 -1.67412 1.47033
88 H -6.84223 -0.84855 1.77458
89 H -5.42820 -0.03499 1.54148
90 H -3.72491 -0.59625 -0.16201
91 C 0.94587 -1.19753 -3.57847
92 C 1.69598 -1.08104 -4.90354
93 C 2.72621 0.09603 -4.68765
94 C 2.46136 -2.36451 -5.21331
95 C 1.52537 -3.46643 -5.56010
96 C 0.69161 -3.00773 -6.80072
97 C -0.08561 -1.73909 -6.58287
98 C -0.57509 -1.27525 -8.00983
99 C -1.44862 -2.02837 -5.72890
100 N 0.82119 -0.70650 -6.06610
101 O 0.24883 0.57369 -5.97456
102 H 0.39850 -0.25553 -3.50964
103 H 0.29276 -2.06795 -3.51989
104 H 1.58593 -1.13467 -2.67182
105 H 2.25921 0.96666 -4.41429
106 H 3.43953 -0.05627 -3.86094
107 H 3.21610 0.32405 -5.63600
108 H 3.20910 -2.14630 -5.96845
109 H 3.02934 -2.62359 -4.33872
110 H 2.04032 -4.46648 -5.61365
111 H 0.75265 -3.57567 -4.81744
112 H -0.05236 -3.70079 -7.24072
113 H 1.45639 -2.80249 -7.54507
114 H 0.18965 -0.85708 -8.68734
115 H -1.32774 -0.45066 -7.92749
116 H -1.19774 -2.09288 -8.50754
117 H -1.95469 -1.13936 -5.28479
118 H -1.11363 -2.67834 -4.85529
119 H -2.17217 -2.62587 -6.31050
120 H -0.59625 0.45654 -5.46764
121 C -0.02616 -2.56634 7.07966
122 C 1.46196 -2.80819 6.75407
123 C 2.18195 -3.38843 7.99170
124 C 1.59701 -3.71189 5.48383
125 C 2.94626 -3.63644 4.79336
126 C 3.43638 -2.19148 4.56260
127 C 3.41142 -1.30927 5.80575
128 C 4.53859 -1.59728 6.81955
129 C 3.52829 0.22633 5.34242
130 N 1.99877 -1.44265 6.34561
131 O 1.88975 -0.51351 7.46594
132 H -0.51101 -3.53618 7.36598
133 H -0.35663 -1.84066 7.89838
134 H -0.51613 -2.23230 6.12524
135 H 1.65499 -4.27356 8.36195
136 H 3.14965 -3.82863 7.80181
137 H 2.40778 -2.69250 8.75988
138 H 1.23864 -4.73034 5.72918
139 H 0.93887 -3.31784 4.64875
140 H 3.74832 -4.10924 5.33442
141 H 2.74774 -4.18111 3.87428
142 H 2.76423 -1.71942 3.81211
143 H 4.44924 -2.10830 4.16966
144 H 4.36053 -1.19088 7.85235
145 H 5.42855 -1.17129 6.35687
146 H 4.74333 -2.65582 6.89720
147 H 2.78949 0.46379 4.55422
148 H 4.51057 0.57155 4.98613
149 H 3.19076 0.89949 6.16917
150 H 2.24014 -0.91069 8.26249
151 C -5.85289 3.54980 -2.45684
152 C -4.45170 3.76405 -3.05724
153 C -4.11158 5.26628 -2.92558
154 C -3.48236 2.86953 -2.23461
155 C -2.07034 2.74650 -2.82450
156 C -2.16618 2.26405 -4.27398
157 C -3.17187 3.11260 -5.20040
158 C -2.52236 4.44468 -5.52211
159 C -3.43717 2.26446 -6.50096
160 N -4.46612 3.25788 -4.45953
161 O -5.39330 3.99830 -5.25059
162 H -6.53832 4.39927 -2.66439
163 H -6.38249 2.70751 -2.79618
164 H -5.49856 3.37962 -1.43768
165 H -3.04195 5.48662 -2.79809
166 H -4.43068 5.89857 -3.76422
167 H -4.58790 5.62326 -2.02766
168 H -3.47170 3.22730 -1.18858
169 H -3.90616 1.87396 -2.18185
170 H -1.53646 3.68706 -2.76561
171 H -1.52519 2.03723 -2.28841
172 H -2.72558 1.30165 -4.16224
173 H -1.26712 2.24003 -4.76573
174 H -3.24184 5.15842 -5.91462
175 H -1.69878 4.30040 -6.22910
176 H -2.05150 4.84770 -4.56764
177 H -3.96269 1.37621 -6.17654
178 H -2.48286 1.87790 -6.82273
179 H -3.91907 2.76287 -7.32015
180 H -6.06914 3.36425 -5.47834
181 C -2.41920 -4.11744 2.67719
182 C -1.42747 -4.96338 1.79665
183 C -0.86712 -6.01276 2.83151
184 C -2.08939 -5.64977 0.64280
185 C -1.05393 -6.27737 -0.25181
186 C -0.11016 -5.21030 -0.78877
187 C 0.65763 -4.46402 0.43098
188 C 1.57095 -5.49227 1.07270
189 C 1.48648 -3.29894 -0.04116
190 N -0.39848 -3.96950 1.25830
191 O 0.26166 -3.39614 2.38188
192 H -2.98044 -3.43742 2.05371
193 H -3.15142 -4.72527 3.17487
194 H -1.99637 -3.52022 3.58236
195 H -1.67067 -6.39665 3.43920
196 H -0.37293 -6.82418 2.38557
197 H -0.22825 -5.61115 3.62212
198 H -2.77229 -6.44223 0.97601
199 H -2.52006 -4.90436 0.03123
200 H -0.53406 -7.09779 0.25214
201 H -1.57766 -6.62775 -1.12792
202 H -0.63883 -4.47941 -1.40790
203 H 0.71413 -5.59430 -1.33123
204 H 1.11819 -6.48155 1.00387
205 H 1.59453 -5.22737 2.13790
206 H 2.58353 -5.55759 0.59177
207 H 0.83681 -2.49265 -0.42952
208 H 2.14786 -3.58248 -0.86533
209 H 2.05204 -2.86676 0.78337
210 H 0.12861 -2.39960 2.24664
211 O -4.47406 2.03225 3.42729
212 C -4.44926 3.09344 2.52276
213 C -3.02146 3.74813 2.45825
214 O -2.05674 2.91213 1.82091
215 H -3.97804 1.28708 2.99550
216 H -4.71269 2.80744 1.51266
217 H -5.10182 3.89978 2.85808
218 H -2.81033 4.10686 3.44310
219 H -3.08355 4.64304 1.84375
220 H -2.17998 2.09768 2.26738
221 O 0.52078 -0.30577 1.20386
222 C -0.17177 0.17367 0.09182
223 C -1.12008 -0.92647 -0.48716
224 O -1.91192 -1.51469 0.52110
225 H 0.95365 0.45407 1.66883
226 H -0.67977 1.07770 0.34492
227 H 0.52602 0.39436 -0.73080
228 H -0.59145 -1.68516 -1.03406
229 H -1.79799 -0.37950 -1.13153
230 H -1.60076 -2.43793 0.71287
231 O -2.21798 0.11625 3.04723
232 C -2.02666 -0.20916 4.42306
233 C -0.68871 0.31580 4.90158
234 O 0.37016 -0.43855 4.27487
235 H -1.63069 -0.44628 2.52263
236 H -2.87922 0.21641 4.91808
237 H -1.98603 -1.30167 4.54325
238 H -0.57418 0.14260 6.00885
239 H -0.60472 1.42245 4.77563
240 H 0.89784 -0.84046 5.01407

For the HOMO energy, the calculation gives -8.2 eV. As for the total charge: 0. The value obtained for the lowest unoccupied orbital energy is 0.51 eV.

Results of the Mulliken charge analysis, in e, for atoms 1 through 2:
1. C -1.17
2. C 2.38


Ranking the structures above from most stable to least stable yields #B, #A.